# 1
ORCA calculation (ωB97M-V/def2-TZVPD) on a molecular structure, C11H20ClGaNO18S4 at a distorted geometry.

```
56
Properties=species:S:1:pos:R:3:forces:R:3:lowdin_charge:R:1
Ga -1.06297 2.10113 -0.33041 0.50 0.91 -0.88 0.263
Cl 0.50375 0.57050 -4.34905 -1.38 0.40 0.98 0.503
S -0.46583 -1.43379 7.52138 0.16 0.20 -0.44 0.671
S -4.26337 -2.56034 -1.97570 0.79 0.11 0.09 0.672
S 3.18519 -2.59550 3.49035 -0.54 0.05 -0.46 0.690
S 2.74690 3.03140 -5.76636 -0.37 -0.41 1.15 0.640
O -1.34805 -1.98121 6.26443 0.88 0.03 1.06 -0.197
O 4.54976 -1.72640 3.28286 -0.53 -0.92 0.12 -0.188
O -4.79162 -1.11068 -1.44668 0.00 -1.21 -0.05 -0.192
O -4.27502 -3.48394 -0.86519 0.20 1.15 -1.41 -0.238
O 2.05707 -1.69773 3.37857 1.49 -1.61 0.02 -0.237
O 3.39836 -2.95031 5.06723 -0.13 0.54 -0.81 -0.193
O 3.78791 2.06602 -5.49161 -1.42 1.21 -0.27 -0.244
O 0.57518 -2.39917 7.79612 -1.40 1.00 0.08 -0.253
O -5.52557 -2.90283 -2.94906 0.71 0.38 0.29 -0.201
O -1.36763 -0.93861 8.53526 1.26 -0.72 -0.86 -0.251
O -3.09997 -2.34104 -2.80609 -1.56 -0.66 1.20 -0.233
O 3.29943 -3.81512 2.72493 -0.25 1.66 0.83 -0.232
O 1.84511 3.52658 -4.75247 1.64 -0.58 -1.40 -0.246
O 0.83864 0.95028 2.59037 -9.10 0.82 -2.10 -0.120
O 1.86468 2.48398 -7.02331 0.88 0.30 0.38 -0.208
O -1.99395 1.69395 -3.86342 6.67 -4.38 3.62 -0.140
O 0.21084 -0.15712 6.76464 -0.91 -0.75 1.25 -0.197
O 3.42357 4.30807 -6.52310 -0.66 -0.37 0.24 -0.200
N -1.59219 1.23904 1.37139 8.02 -1.72 7.06 -0.077
C 5.08455 -1.39164 4.56142 -0.18 0.34 0.57 -0.177
C 1.90167 3.43928 -8.08218 -0.17 0.49 -0.15 -0.178
C 3.23502 4.16625 -7.92920 0.13 -0.38 -0.44 -0.186
C 4.71030 -2.56008 5.46939 0.60 -0.06 0.01 -0.176
C -0.90665 0.56399 -1.71125 0.29 -1.60 -1.98 -0.287
C -0.98471 1.03337 -3.28018 -5.30 2.69 -0.85 -0.634
C -0.44488 1.08378 2.15965 0.77 0.53 -4.57 -0.275
C -1.31106 -1.02591 5.20555 -0.09 0.83 -0.51 -0.163
C -5.85686 -0.67133 -2.28635 -0.11 0.22 -0.69 -0.173
C -6.56334 -1.94738 -2.73612 -0.43 0.28 0.38 -0.182
C 0.02229 -0.29894 5.35854 0.15 -0.43 -0.98 -0.183
H 4.06029 3.56254 -8.32136 -0.09 0.04 -0.07 0.129
H 4.71777 -2.28044 6.52629 -0.26 -0.07 -0.20 0.136
H -6.52239 0.00400 -1.74344 0.27 -0.19 0.13 0.137
H -1.39983 -1.52611 4.23746 0.08 -0.08 0.30 0.142
H -7.22303 -2.33037 -1.95083 0.01 0.07 -0.06 0.129
H 6.16501 -1.24124 4.50012 -0.20 -0.13 -0.24 0.134
H -5.41843 -0.14215 -3.13903 -0.10 -0.01 0.06 0.137
H 1.81290 2.93908 -9.05027 0.04 -0.12 0.29 0.133
H 1.06029 4.12713 -7.94989 0.08 -0.02 -0.06 0.133
H 0.12240 0.00727 -1.48992 -2.30 1.11 -0.82 0.068
H 0.02272 0.67783 4.86896 0.06 -0.17 0.32 0.115
H 4.60667 -0.46449 4.89511 0.08 -0.08 0.05 0.134
H 5.38146 -3.41088 5.31372 0.00 0.09 0.02 0.130
H -2.16511 3.20235 -0.70983 0.00 -0.31 0.13 -0.105
H 0.40340 2.70183 -0.05591 -0.16 -0.09 -0.07 -0.081
H -7.13915 -1.79900 -3.65357 0.28 -0.15 0.05 0.133
H -2.15244 -0.33806 5.33784 0.07 -0.05 -0.06 0.133
H 3.23545 5.14303 -8.41877 -0.01 -0.06 0.32 0.132
H -1.80208 -0.19821 -1.53740 1.83 1.62 -0.58 0.061
H 0.84756 -0.90266 4.96637 -0.28 0.22 -0.04 0.095
```
Positions in Å, forces in eV/Å.

Properties
- total charge = -1
- max |F| (eV/A) = 10.8
- HOMO-LUMO gap (Eh) = 0.2933

=====

# 2
ORCA calculation (ωB97M-V/def2-TZVPD) on a molecular structure, C11H20EuI2N3O at a distorted geometry.

```
38
Properties=species:S:1:pos:R:3:forces:R:3:lowdin_charge:R:1
Eu 1.10116 -0.65151 0.01894 -2.82 0.52 0.01 0.933
I 3.17381 -2.33431 0.95964 1.67 -1.03 0.57 -0.281
I 1.37433 2.45951 -0.00303 1.53 1.86 1.25 0.064
O 0.16267 -2.69629 -1.01750 -2.49 -2.70 1.63 -0.229
N -0.19734 -0.57410 1.65706 1.49 0.14 0.15 -0.339
N -1.36323 1.52716 -1.61279 0.41 0.35 -0.71 -0.201
N 0.33514 1.33650 -2.94255 -0.70 0.80 0.26 -0.204
C -0.11605 -0.31355 3.13012 -0.30 -0.25 -2.90 -0.820
C -0.04631 1.13723 -1.64046 -1.35 -2.97 -1.05 -0.582
C 0.65289 -2.67601 -2.10820 3.88 6.26 0.07 -0.499
C -1.73657 2.11672 -2.81808 0.76 -0.04 -0.01 -0.093
C 1.30038 0.09788 3.52303 0.15 0.00 0.18 -0.139
C 1.63110 0.96856 -3.46633 0.01 -0.32 -0.07 -0.087
C 0.79016 -3.31066 -3.35871 -0.25 -1.97 -1.37 -0.230
C -0.65854 2.00366 -3.64350 -0.32 0.15 0.18 -0.103
C -2.20571 1.44487 -0.44311 -0.39 0.01 0.35 -0.090
C -1.06481 0.84357 3.40542 -0.16 0.17 0.38 -0.121
C -0.49406 -1.57600 3.87403 -0.20 -0.30 0.51 -0.120
H -2.07837 0.61178 3.06365 0.08 -0.11 0.01 0.058
H -1.09670 1.07402 4.47307 -0.13 0.20 0.36 0.050
H -2.16536 2.38058 0.13939 0.08 -0.24 -0.15 0.073
H 0.22988 -2.37370 3.68496 -0.01 0.12 -0.17 0.063
H 0.14482 -4.22088 -3.46320 -0.01 -0.66 -0.63 0.031
H 0.53970 -2.55306 -4.12548 0.10 -0.58 0.41 0.065
H -1.47888 -1.94178 3.57586 0.00 0.10 -0.14 0.057
H -0.51417 -1.40568 4.95310 -0.02 0.02 0.41 0.049
H 1.33346 0.27953 4.60214 0.23 0.12 0.25 0.056
H 1.72253 -0.13269 -3.50659 -0.04 0.37 0.15 0.056
H -2.69668 2.58574 -2.97792 0.12 -0.08 0.03 0.093
H -0.72526 1.73631 2.87006 0.02 -0.14 -0.02 0.051
H 2.42431 1.36583 -2.81712 -0.21 0.00 -0.17 0.048
H 1.59479 1.01365 2.99988 -0.08 -0.05 0.03 0.028
H -1.87485 0.61830 0.21023 0.09 0.26 -0.15 0.041
H 1.89487 -3.51659 -3.46343 -1.29 -0.01 0.04 0.089
H 1.72244 1.37009 -4.48380 0.07 0.01 0.24 0.073
H 2.02885 -0.68569 3.27466 -0.26 0.12 0.07 -0.006
H -3.24997 1.27421 -0.75902 0.36 0.02 0.05 0.077
H -0.50403 2.38521 -4.63973 -0.06 -0.10 -0.04 0.089
```
Positions in Å, forces in eV/Å.

Properties
- total charge = -2
- max |F| (eV/A) = 7.4
- 2S+1 = 7
- HOMO-LUMO gap (alpha / beta) (Eh) = 0.1406 / 0.1446

=====

# 3
ORCA calculation (ωB97M-V/def2-TZVPD) on a molecular structure, C11H20F3O5Os.

```
40
Properties=species:S:1:pos:R:3:forces:R:3:lowdin_charge:R:1
Os -0.22801 0.30835 0.41310 0.18 0.30 0.29 1.782
F -2.30231 2.12385 1.38289 0.00 0.00 -0.05 0.240
F -0.34638 2.92684 1.70792 0.00 0.03 -0.07 0.239
F -0.79584 0.87849 2.45434 -0.03 0.04 -0.21 0.044
O 1.28310 1.76582 0.02658 0.01 -0.14 -0.14 -0.280
O 0.29923 -0.13127 -1.50140 0.07 -0.07 0.19 -0.284
O 1.35453 -0.42903 1.41982 -0.17 -0.14 -0.43 -0.302
O -2.07598 0.42032 -0.61607 0.10 0.01 0.06 -0.287
O -1.10231 -1.42176 0.99822 0.02 -0.04 -0.01 -0.285
C 2.38644 1.63781 1.00044 0.00 -0.04 0.04 -0.048
C -0.79047 -0.32533 -2.49465 0.09 0.03 0.08 -0.036
C 1.58442 0.45552 -1.95712 -0.07 0.02 0.08 -0.041
C -2.28257 -1.86387 0.24354 -0.01 0.03 -0.04 -0.054
C -1.92898 0.55657 -2.05715 -0.07 -0.03 -0.06 -0.066
C 1.05388 -1.71445 2.09140 -0.02 0.02 0.08 -0.032
C -1.03948 1.87502 1.43849 -0.04 -0.22 0.18 -0.565
C -0.04450 -2.41529 1.30357 0.02 0.00 -0.03 -0.048
C 2.68259 0.17638 1.29884 0.01 0.17 0.08 -0.045
C -3.01871 -0.58294 -0.08703 -0.01 -0.03 0.02 -0.047
C 1.64088 1.84857 -1.38624 0.01 0.00 0.00 -0.063
H -0.40748 -0.05606 -3.47671 -0.03 0.00 -0.01 0.161
H 1.61256 0.42633 -3.04403 -0.01 0.06 -0.01 0.162
H 0.90958 2.51993 -1.83373 -0.01 -0.01 -0.02 0.159
H -1.73671 1.61470 -2.22695 0.02 0.00 -0.03 0.159
H -2.88021 -2.50945 0.88732 -0.02 0.01 0.00 0.171
H 0.31300 -2.82462 0.35617 0.00 0.02 0.00 0.153
H -3.80759 -0.74565 -0.81968 -0.01 -0.01 0.01 0.166
H 3.25750 2.15995 0.60863 0.01 -0.01 0.00 0.164
H 2.35858 -0.20011 -1.56585 0.00 -0.02 -0.03 0.142
H -0.49135 -3.20811 1.90405 0.02 0.01 0.02 0.171
H 2.63174 2.29064 -1.48307 0.01 -0.01 -0.02 0.166
H -1.94627 -2.42182 -0.63149 0.01 0.00 0.01 0.145
H 2.03423 2.15813 1.88808 -0.02 -0.01 0.01 0.149
H 0.75458 -1.47511 3.11045 0.00 0.01 0.00 0.159
H 3.20314 0.08530 2.25262 -0.01 -0.01 0.00 0.170
H 3.23990 -0.34642 0.52330 -0.03 -0.02 -0.01 0.146
H -2.86081 0.28087 -2.55073 -0.01 0.02 0.02 0.167
H -1.02214 -1.38749 -2.47451 -0.01 0.00 -0.02 0.146
H 1.95568 -2.32647 2.09416 -0.01 -0.01 0.02 0.168
H -3.44747 -0.12414 0.80248 0.01 -0.01 0.00 0.154
```
Positions in Å, forces in eV/Å.

Properties
- total charge = +3
- max |F| (eV/A) = 0.5
- HOMO-LUMO gap (Eh) = 0.3538

=====

# 4
ORCA calculation (ωB97M-V/def2-TZVPD) on a molecular structure, C11H20F6NbO5 at a distorted geometry.

```
43
Properties=species:S:1:pos:R:3:forces:R:3:lowdin_charge:R:1
Nb -1.00495 0.93817 3.31776 -2.76 -0.67 -0.20 0.880
F 4.48432 3.31857 -5.22291 -0.07 -0.02 0.21 0.156
F 6.19742 3.49921 -3.91447 -0.18 -0.05 0.18 0.156
F -2.32715 -1.36299 -1.46259 0.22 -0.31 -0.02 0.149
F 4.93333 5.20901 -4.28900 -0.12 -0.14 0.23 0.163
F -0.39415 -0.39631 -1.61485 0.09 -0.50 -0.05 0.140
F -1.46885 -0.37904 0.24443 0.16 -0.66 -0.22 0.084
O 0.03672 -2.65081 0.64935 -0.09 0.23 0.13 0.161
O -0.49621 -3.30018 -1.43388 -0.06 0.34 -0.18 0.018
O 3.70562 4.26899 -2.03493 0.21 0.39 -0.21 0.176
O 3.80888 2.20197 -2.90459 0.38 0.12 -0.27 0.029
O -4.98122 0.64223 3.73012 -0.35 -1.03 -1.38 -0.159
C 1.55810 1.88809 -2.01786 0.01 0.34 -0.25 -0.058
C -1.17449 -1.13631 -0.79993 -0.74 1.15 0.06 -0.533
C -0.73725 -5.51948 -0.47518 -0.21 0.14 0.17 -0.064
C -2.73232 -0.52568 3.54558 -1.58 -0.19 -1.32 -0.365
C -4.03214 0.06762 2.86364 2.27 2.50 1.85 -0.409
C -0.47590 -2.44310 -0.40361 0.32 -0.65 -0.16 -0.388
C 3.03928 1.67684 -1.79942 -0.51 -0.32 0.47 -0.182
C -4.15314 1.62754 2.90505 -2.61 -2.33 1.10 -0.121
C 4.05953 3.50379 -2.88047 -0.44 -0.64 0.60 -0.407
C 0.16574 -4.55246 -1.21199 0.15 -0.55 0.03 -0.212
C 4.92162 3.88905 -4.08867 0.41 0.30 -0.77 -0.534
H -4.83484 2.06054 2.17091 0.52 0.35 0.06 0.082
H -0.97235 -5.15114 0.52344 0.11 -0.01 0.01 0.080
H -3.87510 2.15557 3.80819 1.46 0.78 -1.09 0.048
H -4.39200 -0.42185 1.95202 -0.08 0.28 0.22 0.119
H -3.02232 -0.77833 4.57205 0.23 -0.36 -0.22 0.023
H -1.80589 2.34637 4.16073 0.69 0.59 0.52 -0.173
H 0.48875 2.00611 3.16800 0.16 -0.30 0.14 -0.227
H 1.10657 -4.40074 -0.68270 -0.11 0.17 0.10 0.124
H 0.98574 1.41887 -1.22198 0.07 0.05 0.05 0.074
H -1.68293 -5.63864 -1.00614 0.07 -0.06 -0.08 0.081
H -2.55805 -1.39610 2.89123 0.40 -0.31 0.81 0.004
H 3.25947 0.61155 -1.75632 0.18 0.06 -0.24 0.125
H 1.24771 1.46597 -2.97536 0.02 -0.13 0.06 0.082
H 0.40846 -4.94798 -2.19773 -0.12 0.22 -0.09 0.121
H 3.37153 2.11374 -0.85845 0.07 0.20 -0.14 0.130
H -1.44345 1.51108 1.64139 0.51 0.62 -0.37 -0.158
H -0.30958 0.48432 4.96475 0.54 0.23 -0.07 -0.196
H 1.31233 2.95021 -2.03964 0.04 0.00 0.12 0.082
H 0.04197 -0.35959 2.56479 0.72 0.18 0.19 -0.176
H -0.25880 -6.49471 -0.38076 0.02 0.02 -0.03 0.078
```
Positions in Å, forces in eV/Å.

Properties
- total charge = -1
- max |F| (eV/A) = 3.9
- HOMO-LUMO gap (Eh) = 0.2571

=====

# 5
ORCA calculation (ωB97M-V/def2-TZVPD) on a molecular structure, C11H20N2O5Rb at a distorted geometry.

```
39
Properties=species:S:1:pos:R:3:forces:R:3:lowdin_charge:R:1
Rb 18.47168 -34.09349 18.12794 -0.26 0.12 -0.32 0.950
O 12.67643 -34.82241 16.22934 -0.06 -2.02 -0.92 -0.093
O 19.90868 -29.57544 21.97436 0.52 0.06 0.75 -0.010
O 21.23691 -33.95386 10.39538 0.66 -0.71 -1.29 -0.101
O 12.76673 -32.87310 17.17581 -0.55 1.06 0.70 -0.134
O 21.04453 -32.64683 12.13219 0.35 0.93 1.19 -0.133
N 19.51109 -27.37676 21.76476 0.10 1.43 1.99 -0.197
N 12.98875 -37.24998 26.12201 -1.15 -0.14 0.83 0.148
C 21.47689 -32.90146 10.99404 -0.61 0.67 -0.08 -0.822
C 14.80166 -34.66532 23.92750 -0.50 0.56 0.43 -0.116
C 19.69915 -27.42169 20.34818 -0.47 0.13 -0.26 -0.062
C 10.65588 -33.98059 17.16786 -0.37 -0.24 0.97 -0.061
C 12.12916 -33.89335 16.82007 1.34 0.72 0.16 -0.854
C 22.24086 -31.71522 10.24196 -1.15 -1.04 -0.36 -0.056
C 18.91137 -26.11483 22.37297 -0.07 -1.65 -1.33 -0.016
C 19.75573 -28.48328 22.50365 -1.07 0.09 -0.99 -0.347
C 13.90087 -37.24447 25.44277 0.82 0.51 0.00 -0.254
C 15.74008 -35.73070 24.41651 -0.10 -1.46 -0.10 -0.246
C 15.04344 -37.13247 24.58196 0.95 0.12 -1.49 -0.192
H 23.28876 -31.65982 10.53680 -0.14 0.32 0.09 0.042
H 19.04076 -25.30752 21.65213 0.70 0.15 0.38 0.075
H 19.27145 -25.91986 23.38313 0.15 0.06 -0.28 0.082
H 17.82628 -26.21815 22.36738 -0.13 -0.22 0.42 0.081
H 19.68766 -28.28979 23.58536 0.18 -0.26 0.06 0.133
H 14.05621 -34.45864 24.69540 -0.01 0.19 0.10 0.076
H 14.21583 -34.91673 23.04336 0.31 -0.26 -0.16 0.084
H 10.55811 -33.75081 18.22887 -0.02 0.65 0.08 0.051
H 10.07091 -33.26973 16.58426 -0.09 -0.13 0.03 0.061
H 16.27201 -35.44886 25.32519 -0.26 0.08 0.14 0.107
H 22.14771 -31.87339 9.16752 0.47 -0.44 -0.13 0.037
H 20.42315 -28.18789 20.07097 0.07 0.24 0.15 0.090
H 20.01098 -26.41481 20.07062 0.06 -0.22 -0.52 0.086
H 10.25274 -34.99323 17.15651 0.04 -0.07 -0.83 0.052
H 21.64839 -30.80769 10.35793 0.44 0.25 0.75 0.041
H 15.35156 -33.74514 23.73001 -0.10 0.05 -0.02 0.074
H 14.67904 -37.42884 23.59835 -0.20 0.25 -0.31 0.117
H 15.76180 -37.93607 24.74407 0.13 0.16 0.65 0.113
H 16.52023 -35.90179 23.67474 0.09 -0.06 -0.07 0.097
H 18.75346 -27.68933 19.87684 -0.03 0.15 -0.41 0.097
```
Positions in Å, forces in eV/Å.

Properties
- total charge = -1
- max |F| (eV/A) = 2.5
- HOMO-LUMO gap (Eh) = 0.1307

=====

# 6
ORCA calculation (ωB97M-V/def2-TZVPD) on a molecular structure, C11H20N3 at a distorted geometry.

```
34
Properties=species:S:1:pos:R:3:forces:R:3:lowdin_charge:R:1
N -2.36498 0.13406 -0.51634 1.89 0.86 0.01 -0.178
N -3.68830 0.03278 -0.75715 -0.78 -0.17 -0.47 0.100
N 2.46523 -0.81740 -0.19711 1.48 -3.13 0.73 0.019
C -1.68274 -0.26212 0.59249 0.01 -0.42 0.76 -0.307
C 0.17684 2.11952 0.05510 0.36 -0.33 1.20 -0.144
C -1.29627 -0.26595 -1.40598 0.96 2.02 -0.08 -0.039
C 0.28654 -1.79423 -0.13762 -0.19 -1.54 2.63 -0.095
C 0.68539 0.76982 0.29868 2.10 -2.38 -0.56 -0.363
C 0.42270 3.05504 -0.81080 -1.54 1.91 -2.46 0.052
C 1.13258 0.58186 1.81924 -1.84 -0.67 -2.15 0.033
C 1.68179 -1.89722 -0.79231 -3.54 0.22 0.00 -0.098
C -0.31490 -0.33033 -0.13596 -1.76 -2.29 -0.20 -0.224
C -2.11735 -0.67180 1.77971 -1.94 0.03 -0.29 0.063
C 2.01733 0.47851 -0.49869 -2.05 2.98 -0.53 -0.084
H 1.45253 -1.61293 -1.79147 0.87 -0.24 -1.32 0.129
H -1.45007 -1.21378 -1.83658 -0.11 -1.45 -0.46 0.101
H 3.38686 -0.95406 -0.52685 1.59 0.09 -0.54 0.176
H 1.59753 -0.36670 1.98124 0.14 -0.67 0.31 0.062
H -4.14619 -0.60181 -0.10948 -0.08 0.13 -0.04 0.094
H -1.45027 -1.29657 2.29153 0.76 -0.41 1.32 0.033
H -1.10406 0.43080 -2.21223 0.21 0.41 -0.14 0.116
H -0.15928 4.00381 -0.79548 0.57 -0.67 0.70 0.090
H 1.83887 1.31574 1.99519 1.27 1.69 0.79 0.077
H -0.46033 -2.62966 -0.43019 1.25 1.72 -0.24 0.165
H 2.06828 -2.88765 -0.62748 0.63 -0.07 -0.22 0.145
H -3.21738 -0.68619 2.06398 1.65 0.12 -0.41 0.085
H 2.80418 1.19170 -0.20793 -0.38 -0.08 -0.38 0.163
H 2.53019 -1.03198 0.80386 -0.12 0.50 -0.01 0.167
H -4.06056 0.96712 -0.74988 -0.68 -0.05 0.19 0.099
H 0.51793 -2.19562 0.90600 -0.58 0.97 -0.60 0.130
H 1.77741 0.49557 -1.58642 0.54 0.29 0.64 0.165
H 0.29611 0.59407 2.48407 -0.51 0.39 0.42 0.089
H 0.78035 2.97932 -1.82916 1.06 -0.59 0.17 0.069
H -0.40597 2.36627 0.88402 -1.22 0.83 1.22 0.108
```
Positions in Å, forces in eV/Å.

Properties
- total charge = +1
- max |F| (eV/A) = 3.7
- ΔE to the lowest compared entry with this formula, charge and spin (kJ/mol) = 404.7
- HOMO-LUMO gap (Eh) = 0.2849

=====

Which of these has the highest max |F|?
C11H20ClGaNO18S4